Entry 1:
The following is a quantum chemistry calculation of a molecular structure, C10H13N5O2PtS, from OMol25.

Geometry as XYZ:
```
32
Properties=species:S:1:pos:R:3:forces:R:3
Pt -0.0499 -0.0543 0.1148 0.163 0.226 -0.348
N 3.5471 2.1815 0.3052 -0.057 -0.068 0.000
C 2.3350 1.7101 0.4730 -0.040 0.228 -0.139
S 2.0279 0.1344 1.0629 0.055 -0.149 0.273
N 1.3448 2.6503 0.2240 0.000 -0.096 0.075
N 0.1299 2.1395 0.1398 0.167 -0.065 0.118
C -0.8105 3.0477 0.3069 -0.077 0.029 -0.046
C -2.2214 2.8210 0.2438 0.013 -0.001 0.020
C -3.0288 3.9227 0.4457 0.017 -0.015 -0.004
C -4.4451 3.8460 0.3753 -0.032 -0.029 -0.004
C -5.0629 2.6420 0.0772 -0.002 0.035 -0.001
C -4.2937 1.5167 -0.1377 -0.045 -0.004 0.019
C -2.8534 1.5455 -0.0413 0.129 0.046 -0.144
O -2.2205 0.4767 -0.2341 -0.221 -0.137 0.256
H 4.3633 1.6134 0.4898 -0.002 -0.001 0.004
H 3.6775 3.1318 -0.0210 -0.002 0.008 -0.002
H -0.4706 4.0547 0.5375 0.004 0.005 -0.041
H -2.5784 4.8855 0.6569 0.025 -0.012 -0.002
H -5.0271 4.7411 0.5474 -0.017 -0.009 -0.003
H -6.1404 2.5843 0.0060 0.000 0.002 0.002
H -4.7451 0.5635 -0.3793 -0.004 0.002 0.001
C -3.4809 -3.6056 -0.3703 0.003 0.016 0.018
N -2.4011 -2.6272 -0.3199 -0.020 0.024 -0.031
C -1.1103 -2.9445 -0.3756 0.069 0.049 0.060
N -0.7402 -4.2224 -0.4226 0.014 -0.028 -0.017
O -0.1871 -2.0602 -0.3953 -0.132 -0.006 -0.072
H -4.4276 -3.0749 -0.3670 -0.003 -0.001 0.008
H -3.4571 -4.2580 0.5028 0.001 -0.011 -0.010
H -3.4319 -4.1990 -1.2843 -0.004 -0.005 0.005
H -2.6181 -1.6431 -0.3459 0.010 -0.036 0.000
H -1.4000 -4.9791 -0.4634 0.002 0.002 0.001
H 0.2424 -4.4317 -0.4806 -0.013 -0.001 0.004
```
Positions in Å, forces in eV/Å.

Output
multiplicity: 5
total charge: +2
⟨S²⟩: 6.051
Kohn-Sham gap (spin up / spin down): 7.01 / 5.81 eV
max |F|: 0.45 eV/Å

***

Entry 2:
The following is a quantum chemistry calculation of 2 unconnected molecules or ions with the total composition C10H13NO at a distorted geometry, from OMol25.

Geometry as XYZ:
```
25
Properties=species:S:1:pos:R:3:forces:R:3
C 0.0000 0.0000 0.0000 0.703 -0.220 1.469
C -0.8903 -0.6626 -0.9982 -0.691 1.132 -1.917
C -0.4463 -0.0426 -2.3378 -0.226 -1.977 0.766
C -1.2259 0.6702 -3.1925 0.803 -0.708 0.092
N -0.5032 0.8435 -4.3509 -0.836 1.199 -1.202
C 0.7490 0.2828 -4.2609 -0.990 -0.410 0.628
C 1.7084 0.2230 -5.2384 2.218 -0.051 -0.365
C 2.9212 -0.4175 -4.8805 -0.556 -0.582 1.472
C 2.9957 -1.1130 -3.6147 0.294 0.975 -0.626
C 1.9533 -1.1013 -2.6906 1.317 -0.381 0.299
C 0.8466 -0.3486 -2.9819 -2.484 1.355 -0.829
H -0.3528 -0.1219 1.0379 0.229 0.008 -0.273
H 0.0882 1.0778 -0.2173 -0.042 -0.469 0.155
H 0.9988 -0.4596 -0.0883 -0.208 0.439 0.276
H -0.8460 -1.7670 -1.0591 0.195 0.524 0.273
H -1.9494 -0.3757 -0.8519 0.415 -0.265 0.067
H -2.2702 0.9717 -3.1108 0.495 -0.006 0.012
H -0.8750 1.3951 -5.1281 0.644 -0.477 0.484
H 1.5712 0.7581 -6.1873 0.179 -0.339 0.375
H 3.8674 -0.4071 -5.4373 -0.832 0.113 -0.246
H 3.9624 -1.5113 -3.2791 -0.473 -0.105 -0.454
H 2.0888 -1.6130 -1.7286 -0.168 0.228 -0.446
O -4.2386 -2.1603 0.1687 -0.370 -1.123 -0.294
H -5.1467 -2.5331 0.2363 0.995 0.365 -0.084
H -3.6916 -2.9010 -0.1785 -0.611 0.777 0.368
```
Positions in Å, forces in eV/Å.

Output
total charge: 0
Kohn-Sham gap: 8.47 eV
relative energy (zero: lowest compared OMol25 entry of this formula, charge and spin): 0.242 eV
SMILES: CCc1c[nH]c2ccccc12.O
max |F|: 2.95 eV/Å

***

Entry 3:
The following is a quantum chemistry calculation of 2 unconnected molecules or ions with the total composition C10H13NO at a distorted geometry, from OMol25.

Geometry as XYZ:
```
25
Properties=species:S:1:pos:R:3:forces:R:3
C 0.0000 0.0000 0.0000 -0.185 -0.334 0.964
C 1.4494 -0.3763 0.4169 0.039 0.493 -0.620
C 1.4829 -0.5976 1.9111 -0.282 -1.222 -0.704
C 1.3320 -1.7893 2.5435 0.887 0.354 1.108
N 1.4142 -1.5549 3.9765 -0.703 -2.085 -1.301
C 1.4846 -0.2129 4.1815 0.854 1.179 1.352
C 1.6113 0.6336 5.3373 -0.098 -1.865 0.105
C 1.8781 1.9750 5.1910 -0.140 0.186 0.044
C 2.0496 2.5222 3.9152 -0.646 -0.006 -1.569
C 1.8855 1.7177 2.7704 -0.012 1.146 1.095
C 1.5930 0.3572 2.9331 0.346 2.568 -1.147
H -0.1964 0.9004 0.6061 -0.421 -0.295 -0.295
H -0.6425 -0.8181 0.3669 -0.094 0.483 -0.242
H -0.2689 0.2156 -1.0478 0.736 -0.311 0.362
H 1.8677 -1.2609 -0.1006 -0.375 0.423 0.134
H 2.0506 0.5039 0.1182 0.210 -0.577 0.334
H 1.3887 -2.7397 2.0129 -0.309 -0.064 0.899
H 1.3779 -2.3044 4.6718 -0.073 0.779 -0.501
H 1.5421 0.1437 6.3175 -0.041 0.471 -0.283
H 1.9176 2.6725 6.0380 0.069 -0.648 -0.183
H 2.1564 3.6096 3.8065 0.216 -0.557 0.025
H 1.9511 2.1498 1.7631 0.048 -0.170 0.503
O -0.6231 0.5749 -3.6301 0.626 0.956 0.412
H -0.8042 1.0967 -2.8158 0.205 -0.486 -0.943
H 0.1758 0.9954 -4.0216 -0.857 -0.421 0.452
```
Positions in Å, forces in eV/Å.

Output
total charge: 0
Kohn-Sham gap: 8.81 eV
relative energy (zero: lowest compared OMol25 entry of this formula, charge and spin): 0.339 eV
SMILES: CCc1c[nH]c2ccccc12.O
max |F|: 2.83 eV/Å

***

Entry 4:
The following is a quantum chemistry calculation of C10H13NO2S in the gas phase at a distorted geometry, from OMol25.

Geometry as XYZ:
```
27
Properties=species:S:1:pos:R:3:forces:R:3
C 2.4933 -1.1050 1.6880 -0.566 3.036 -1.628
C 1.6226 -0.2768 0.6893 1.992 -2.208 -1.120
C 1.7659 1.2150 0.8546 2.341 0.466 -1.404
C 0.2813 1.1875 1.2394 1.923 0.107 1.598
N 0.2475 -0.2485 1.0870 -2.020 -0.972 0.249
C -0.8344 -0.7026 0.2374 0.199 -1.129 -2.795
C -2.1718 -0.7857 0.9859 2.022 -0.015 1.802
O -3.2369 -0.3245 0.7203 0.049 -0.494 0.170
O -1.8333 -1.4358 2.1343 0.092 -0.410 0.073
C -1.0251 0.0436 -1.0811 1.351 -0.078 -0.277
C -2.1090 -0.0401 -1.8749 -1.552 0.642 -2.349
C -1.9347 0.6397 -3.1849 2.578 -0.377 2.424
C -0.6688 1.1812 -3.2788 -2.096 -1.702 1.577
S 0.3480 0.9133 -1.9350 -2.083 -0.921 0.832
H 3.4888 -0.9252 1.3373 0.926 -0.247 0.165
H 2.2049 -2.0746 1.5213 -0.387 -2.645 0.287
H 2.3552 -0.7106 2.6860 -0.081 -0.248 0.261
H 1.8006 -0.6545 -0.3748 -0.222 0.286 1.292
H 2.2016 1.7044 -0.0748 -1.292 -0.202 1.041
H 2.5832 1.3679 1.5822 -0.993 0.544 0.351
H 0.1584 1.4759 2.2487 -0.531 0.528 1.122
H -0.4140 1.6199 0.6260 -1.484 1.729 -1.507
H -0.6526 -1.8204 -0.0379 -0.003 1.706 0.375
H -0.8207 -1.5746 2.1064 -1.926 0.617 0.209
H -3.1004 -0.5620 -1.7305 1.582 0.626 0.459
H -2.5650 0.5345 -4.0187 -0.912 0.081 -0.712
H -0.1847 1.3580 -4.1527 1.091 1.281 -2.496
```
Positions in Å, forces in eV/Å.

Output
total charge: 0
Kohn-Sham gap: 9.34 eV
relative energy (zero: lowest compared OMol25 entry of this formula, charge and spin): 3.249 eV
SMILES: C[C@@H]1CCN1[C@@H](C(=O)O)c1cccs1
max |F|: 3.56 eV/Å

***

Entry 5:
The following is a quantum chemistry calculation of C10H13NO4 in the gas phase at a distorted geometry, from OMol25.

Geometry as XYZ:
```
28
Properties=species:S:1:pos:R:3:forces:R:3
C -0.1178 -1.6637 -0.3933 1.525 3.784 -4.364
C -0.5633 -0.1874 -0.6217 -2.879 1.008 0.559
C -0.9294 0.2112 -2.1023 0.240 0.855 2.855
C -2.0436 0.1702 0.4995 2.616 -0.432 -2.517
N -3.1050 -0.6942 -0.0351 -0.280 0.168 1.064
O -3.5572 -0.4019 -1.1372 0.072 -0.743 1.280
O -3.3966 -1.6676 0.6824 0.030 0.993 -1.496
C -1.3409 -0.1708 1.7723 -1.361 -0.466 1.759
C 0.0788 0.3825 1.6772 2.498 0.834 1.095
C 0.1979 0.8603 0.2002 2.554 -1.996 -0.819
C 1.6872 1.0438 -0.2592 -2.407 2.830 -0.202
C -0.6392 2.0878 0.1153 0.717 0.382 0.632
O -0.2831 3.2190 0.0269 0.271 0.793 -0.275
C -2.0617 1.6614 0.2945 -3.872 -0.040 -1.073
O -3.0648 2.3477 0.1411 1.961 -0.844 0.438
H 0.8372 -1.3617 0.0339 0.302 -1.877 0.308
H -0.0643 -2.0267 -1.4870 0.385 -0.127 2.048
H -0.8322 -2.1577 0.1370 -1.387 -1.788 1.743
H -0.1457 0.7124 -2.6374 0.723 -0.238 -0.294
H -1.7271 0.9307 -2.0354 -0.433 0.367 -0.229
H -1.3290 -0.6352 -2.5644 -0.381 -1.205 -1.108
H -1.3944 -1.2395 1.8897 0.478 -0.535 -0.128
H -1.9668 0.1171 2.6367 0.562 0.508 -0.153
H 0.4251 1.2747 2.3116 -1.378 -0.948 -0.531
H 0.9435 -0.3274 2.0229 -1.824 0.645 -1.149
H 2.2957 0.2049 -0.3537 0.847 -1.735 0.728
H 2.0714 1.8441 0.4112 0.348 -0.625 -0.706
H 1.6524 1.3985 -1.3063 0.071 0.432 0.538
```
Positions in Å, forces in eV/Å.

Output
total charge: 0
Kohn-Sham gap: 8.97 eV
relative energy (zero: lowest compared OMol25 entry of this formula, charge and spin): 5.085 eV
SMILES: CC1(C)[C@@]2([N+](=O)[O-])CC[C@]1(C)C(=O)C2=O
max |F|: 5.97 eV/Å

***

Entry 6:
The following is a quantum chemistry calculation of 2 unconnected molecules or ions with the total composition C10H13NS at a distorted geometry, from OMol25.

Geometry as XYZ:
```
25
Properties=species:S:1:pos:R:3:forces:R:3
S -0.3536 -1.9381 -0.0708 0.318 -1.344 -0.339
C -1.1693 -0.6501 0.3752 -0.712 -0.441 -1.129
C -2.5342 -0.2737 0.0693 -1.190 1.537 1.139
C -2.8985 1.0358 0.5247 3.994 0.607 -0.911
C -4.1324 1.5545 0.3984 -1.676 -2.232 -1.055
C -5.1615 0.7006 -0.1127 1.749 0.858 -0.577
C -4.8345 -0.5596 -0.6303 0.474 1.015 1.606
C -3.5382 -1.0470 -0.4895 0.248 0.414 0.695
H -0.6240 0.0879 0.8725 0.673 1.311 0.993
H -1.9731 1.7283 0.6815 -1.920 -1.149 0.369
H -4.3413 2.5674 0.5415 -0.272 1.349 0.560
H -6.0792 1.2252 -0.2748 -0.851 -0.471 -0.005
H -5.5771 -1.2373 -0.9363 -0.942 -0.514 -0.698
H -3.3019 -2.0606 -0.6701 0.083 -0.977 -0.650
C 4.3917 -0.9107 0.8347 -0.927 -3.193 0.762
C 3.8343 -0.0186 -0.2514 -0.731 -1.499 1.421
C 4.7650 0.9210 -0.8273 3.703 1.682 1.492
N 2.6445 -0.1080 -0.6432 -2.626 -0.832 0.164
H 4.7500 -0.6615 1.8213 -0.034 1.631 0.208
H 3.5708 -1.6699 1.1411 1.218 1.013 -0.827
H 5.2672 -1.5102 0.5122 -0.542 0.198 -0.492
H 4.6007 1.4165 -1.7453 -1.089 0.375 -0.876
H 5.8015 0.4833 -0.9630 -1.082 0.104 0.330
H 4.9587 1.7227 -0.0151 -0.309 -0.976 -1.231
H 1.9344 -0.7978 -0.1426 2.443 1.532 -0.949
```
Positions in Å, forces in eV/Å.

Output
total charge: 0
Kohn-Sham gap: 7.88 eV
relative energy (zero: lowest compared OMol25 entry of this formula, charge and spin): 0.883 eV
SMILES: S=Cc1ccccc1.CC(C)=N
max |F|: 4.33 eV/Å

***

Entry 7:
The following is a quantum chemistry calculation of 2 unconnected molecules or ions with the total composition C10H13O2 at a distorted geometry, from OMol25.

Geometry as XYZ:
```
25
Properties=species:S:1:pos:R:3:forces:R:3
C 0.9124 0.7362 -0.9603 0.285 0.301 -0.067
C 0.9673 0.9082 -2.2804 -0.084 0.069 -0.183
C 1.1385 -2.5214 -0.7556 -0.200 2.091 0.457
C 1.2948 1.8336 0.0253 -0.048 0.245 -0.003
C 0.7043 1.4084 1.3827 -0.049 -0.007 -0.025
C 0.3650 -0.0651 1.2178 -0.160 0.070 0.080
C 0.5262 -0.4591 -0.2281 0.279 -2.093 -0.249
C -0.8416 -0.4565 0.3964 -0.299 0.053 0.246
C -1.4623 -1.8027 0.7203 0.109 0.119 -0.099
C -1.8972 0.5656 0.0255 0.267 -0.025 0.161
O 0.7123 -2.7392 -1.8418 -0.337 -0.259 -0.816
O 1.7484 -2.9283 0.1813 0.330 -0.414 0.622
H 0.6968 0.1204 -2.9627 -0.023 -0.244 -0.070
H 1.2941 1.8418 -2.7183 0.024 0.169 0.011
H 2.3851 1.9030 0.0942 -0.010 -0.014 -0.018
H 0.9232 2.8098 -0.3027 0.095 -0.008 -0.035
H 1.4280 1.5457 2.1894 -0.049 0.019 0.018
H -0.1795 2.0062 1.6310 0.024 0.048 0.043
H 0.6604 -0.7273 2.0249 0.063 -0.177 -0.049
H -2.1749 -1.7197 1.5456 -0.079 0.013 0.080
H -0.6923 -2.5187 0.9936 0.032 -0.077 0.087
H -1.9912 -2.1945 -0.1517 -0.026 -0.044 -0.046
H -2.5184 0.8254 0.8903 -0.045 0.005 -0.008
H -2.5482 0.1532 -0.7469 -0.053 0.020 -0.090
H -1.4513 1.4753 -0.3695 -0.045 0.142 -0.047
```
Positions in Å, forces in eV/Å.

Output
total charge: -1
Kohn-Sham gap: 6.62 eV
relative energy (zero: lowest compared OMol25 entry of this formula, charge and spin): 2.266 eV
max |F|: 2.15 eV/Å

***

Entry 8:
The following is a quantum chemistry calculation of 2 unconnected molecules or ions with the total composition C10H13O2 at a distorted geometry, from OMol25.

Geometry as XYZ:
```
25
Properties=species:S:1:pos:R:3:forces:R:3
C 2.7101 0.5487 -0.7999 2.616 -2.653 -0.684
C 2.2858 1.3448 0.3577 -2.505 1.960 2.137
C 4.2413 0.0802 -0.6355 0.034 2.015 -0.958
O 4.5519 -1.0727 -0.9624 -0.227 -0.630 0.269
O 4.9855 1.0626 -0.3816 0.192 -0.471 0.470
H 2.2746 -0.4601 -0.9635 -0.702 0.843 0.304
H 2.7828 1.0492 -1.7815 -0.529 0.214 0.576
H 2.7735 2.3028 0.5872 0.749 -0.426 -0.800
H 2.2262 0.9247 1.4079 0.318 -0.533 -1.375
H 1.2503 1.7274 0.2077 0.025 -0.331 0.036
C -1.6550 0.7149 -1.7056 -1.719 1.124 0.596
C -2.2472 -1.5752 1.9748 -0.461 0.386 -0.236
C -1.0060 -1.4727 1.3651 -0.271 -1.184 1.995
C -3.3284 -0.9544 1.3801 0.370 0.208 -1.255
C -0.8607 -0.6665 0.2545 3.082 -1.802 -0.726
C -3.1084 -0.2440 0.1754 -2.436 0.280 0.315
C -1.8727 -0.0372 -0.4255 -1.429 -0.558 0.669
H -2.3720 -2.1566 2.8636 -0.058 -0.342 0.389
H -0.2640 -2.1644 1.8964 -0.302 1.581 -1.495
H -4.3574 -1.1121 1.7056 0.332 0.190 0.128
H 0.1287 -0.8177 -0.2051 -0.311 0.899 -0.004
H -4.0746 0.1033 -0.2701 1.135 0.073 -0.002
H -2.5435 1.3140 -2.0047 0.134 -0.166 0.782
H -1.6138 0.0996 -2.5892 1.294 -0.393 -0.143
H -0.9067 1.4616 -1.4514 0.670 -0.285 -0.992
```
Positions in Å, forces in eV/Å.

Output
total charge: -1
Kohn-Sham gap: 6.57 eV
relative energy (zero: lowest compared OMol25 entry of this formula, charge and spin): 1.483 eV
max |F|: 3.83 eV/Å